(1)
The following is a DFT calculation (the ωB97M-V functional and the def2-TZVPD basis) of 2 unconnected molecules or ions with the total composition C2H2FNO2 at a distorted geometry.

Cartesian coordinates (Å):
1 C 0.88123 0.66213 -0.42268
2 C 0.96671 -0.60529 -0.72542
3 O 1.26349 -1.71647 -0.91223
4 H 0.21597 1.30675 -0.86398
5 H 1.54001 1.11442 0.25116
6 O -2.12395 0.42931 0.28033
7 N -1.25985 0.14578 0.98973
8 F -1.48360 -1.33662 1.40310

Multiplicity: 1
Structure (SMILES): C=C=O.O=NF
ΔE to the lowest compared entry with this formula, charge and spin (kJ/mol): 445.9
E_HOMO (eV): -9.62
Kohn-Sham gap (eV): 8.65

Mulliken population analysis, charges in e, atoms 1 to 2:
1. C -1.148
2. C 0.900

(2)
The following is a DFT calculation (the ωB97M-V functional and the def2-TZVPD basis) of a gas-phase ion, C2H2FO2S (charge -1) at a distorted geometry.

Cartesian coordinates (Å):
1 C -0.19624 0.15446 0.10137
2 C -1.38017 0.66169 -0.06354
3 O -3.59132 0.27376 1.07182
4 O -3.59266 -0.62619 -1.28829
5 F -1.54234 2.04213 -0.20277
6 S -2.92514 -0.59009 0.06967
7 H -0.26310 -0.94543 0.15304
8 H 0.69700 0.59442 0.14468

Multiplicity: 1
ΔE to the lowest compared entry with this formula, charge and spin (kJ/mol): 162.0
E_HOMO (eV): -3.64
Kohn-Sham gap (eV): 7.73
Net charge: -1

Mulliken population analysis, charges in e, atoms 1 to 2:
1. C -0.699
2. C 0.235

(3)
The following is a DFT calculation (the ωB97M-V functional and the def2-TZVPD basis) of a molecular structure, C2H2FO2Tl at a distorted geometry.

Cartesian coordinates (Å):
1 O -0.72115 -0.41822 -0.92188
2 H -1.34699 -0.36788 -1.64615
3 C -0.34338 -0.06386 1.31899
4 C -1.23650 0.27891 0.24832
5 O 0.85178 -0.45113 1.13297
6 H -0.75095 -0.02922 2.34573
7 F 1.94397 1.50278 -1.48924
8 Tl 1.60322 -0.45139 -0.98875

Multiplicity: 2
E_HOMO (spin up / spin down) (eV): -3.57 / -3.47
Kohn-Sham gap (spin up / spin down) (eV): 7.07 / 6.98
Net charge: -1

Mulliken population analysis, charges in e, atoms 1 to 2:
1. O -0.306
2. H 0.305

(4)
The following is a DFT calculation (the ωB97M-V functional and the def2-TZVPD basis) of 2 unconnected molecules or ions with the total composition C2H2FO3S at a distorted geometry.

Cartesian coordinates (Å):
1 C 1.31981 0.03331 0.62508
2 C 0.25004 0.26297 -0.01387
3 O -2.34399 0.31438 0.32716
4 O -0.88827 -1.72162 0.38297
5 O -1.48853 -0.75018 -1.72734
6 F 0.89166 2.21218 -0.95389
7 S -1.32214 -0.49131 -0.32295
8 H 1.62218 -0.75794 1.29266
9 H 1.95924 0.89820 0.39017

Multiplicity: 1
ΔE to the lowest compared entry with this formula, charge and spin (kJ/mol): 331.7
E_HOMO (eV): -6.17
Kohn-Sham gap (eV): 8.87
Net charge: -1

Mulliken population analysis, charges in e, atoms 1 to 2:
1. C -0.331
2. C 0.076

(5)
The following is a DFT calculation (the ωB97M-V functional and the def2-TZVPD basis) of 2 unconnected molecules or ions with the total composition C2H2FOP at a distorted geometry.

Cartesian coordinates (Å):
1 C -0.95082 0.46992 -0.14743
2 C -2.00768 1.46649 -0.01538
3 O -2.25658 2.48848 0.57185
4 F -2.85947 1.15366 -1.02909
5 P -1.07981 -0.64970 -1.41985
6 H 0.47484 1.18211 0.85632
7 H 0.27256 -1.03193 -1.26173

Multiplicity: 1
ΔE to the lowest compared entry with this formula, charge and spin (kJ/mol): 380.3
E_HOMO (eV): -10.68
Kohn-Sham gap (eV): 9.11

Mulliken population analysis, charges in e, atoms 1 to 2:
1. C -0.346
2. C 0.698

(6)
The following is a DFT calculation (the ωB97M-V functional and the def2-TZVPD basis) of a single C2H2FOP molecule at a distorted geometry.

Cartesian coordinates (Å):
1 C -0.41935 -0.85736 0.15546
2 C 0.80368 0.13423 0.05188
3 O -0.69004 -1.95424 -0.16173
4 F -1.56302 1.30243 -0.83239
5 P -1.01442 0.83909 0.64387
6 H 1.51418 0.12545 1.00254
7 H 1.36897 0.41040 -0.85963

Multiplicity: 3
ΔE to the lowest compared entry with this formula, charge and spin (kJ/mol): 114.1
E_HOMO (spin up / spin down) (eV): -6.80 / -10.51
Kohn-Sham gap (spin up / spin down) (eV): 7.28 / 7.96

Mulliken population analysis, charges in e, atoms 1 to 2:
1. C 0.236
2. C -0.476

(7)
The following is a DFT calculation (the ωB97M-V functional and the def2-TZVPD basis) of a single C2H2FP molecule at a distorted geometry.

Cartesian coordinates (Å):
1 F 1.95443 -0.92496 -0.00344
2 P 1.29404 0.65848 0.05216
3 C -0.54871 0.06957 0.65353
4 C -0.47054 0.18828 -0.66921
5 H -1.20656 -0.36877 1.43721
6 H -1.02266 0.37740 -1.47026

Multiplicity: 1
Structure (SMILES): FP1=CC=1
ΔE to the lowest compared entry with this formula, charge and spin (kJ/mol): 103.4
E_HOMO (eV): -9.58
Kohn-Sham gap (eV): 10.46

Mulliken population analysis, charges in e, atoms 1 to 2:
1. F -0.328
2. P 0.269

(8)
The following is a DFT calculation (the ωB97M-V functional and the def2-TZVPD basis) of a molecular structure, C2H2HoO2 at a distorted geometry.

Cartesian coordinates (Å):
1 H 2.26783 -0.69057 -1.09174
2 C 1.23983 -0.35866 -0.89564
3 C 0.17448 -0.48027 -1.69949
4 H 0.39493 -0.88672 -2.69009
5 O 1.20162 -0.06391 0.47783
6 O -0.04775 0.42256 0.96387
7 Ho -1.62364 -0.17322 -0.27384

Multiplicity: 5
ΔE to the lowest compared entry with this formula, charge and spin (kJ/mol): 187.4
E_HOMO (spin up / spin down) (eV): -13.15 / -13.17
Kohn-Sham gap (spin up / spin down) (eV): 6.83 / 6.98
Net charge: +1

Mulliken population analysis, charges in e, atoms 1 to 2:
1. H 0.346
2. C 0.195

(9)
The following is a DFT calculation (the ωB97M-V functional and the def2-TZVPD basis) of a molecular structure, C2H2I2S at a distorted geometry.

Cartesian coordinates (Å):
1 C 1.32083 0.17538 -0.03518
2 C -1.38359 0.04545 0.12653
3 S -0.00092 -0.74302 -0.34984
4 I 3.12496 -0.91974 -0.21578
5 I -3.13135 -0.97127 -0.24477
6 H 1.52170 1.27184 0.18313
7 H -1.45162 1.14137 0.53591

Multiplicity: 1
ΔE to the lowest compared entry with this formula, charge and spin (kJ/mol): 193.3
E_HOMO (spin up / spin down) (eV): -7.60 / -7.59
Kohn-Sham gap (spin up / spin down) (eV): 7.20 / 7.18

Mulliken population analysis, charges in e, atoms 1 to 2:
1. C -0.411
2. C -0.426

(10)
The following is a DFT calculation (the ωB97M-V functional and the def2-TZVPD basis) of 2 unconnected molecules or ions with the total composition C2H2I2S2 at a distorted geometry.

Cartesian coordinates (Å):
1 C -1.09988 -1.14435 0.02818
2 C -1.13224 0.04390 -0.45423
3 S -0.82730 -2.50707 0.73938
4 S -1.27501 1.58842 0.34967
5 I 2.46171 -0.64866 -0.22248
6 I 3.97911 1.54110 -0.35671
7 H -1.35145 0.13588 -1.47909
8 H -0.75494 0.99078 1.39529

Multiplicity: 3
ΔE to the lowest compared entry with this formula, charge and spin (kJ/mol): 42.1
E_HOMO (spin up / spin down) (eV): -6.61 / -9.40
Kohn-Sham gap (spin up / spin down) (eV): 4.94 / 7.02

Mulliken population analysis, charges in e, atoms 1 to 2:
1. C -0.086
2. C -0.009

(11)
The following is a DFT calculation (the ωB97M-V functional and the def2-TZVPD basis) of a molecular structure, C2H2I4 at a distorted geometry.

Cartesian coordinates (Å):
1 C -0.13836 0.62590 -0.48684
2 C 0.55137 -0.36146 0.28464
3 I -0.01713 2.62774 -0.10391
4 I -3.12348 -0.10465 0.21919
5 I 2.72973 -0.07084 0.24847
6 I 0.11694 -2.45737 -0.15799
7 H -0.67933 0.24494 -1.38851
8 H 0.56024 -0.50426 1.38496

Multiplicity: 1
ΔE to the lowest compared entry with this formula, charge and spin (kJ/mol): 172.6
E_HOMO (spin up / spin down) (eV): -8.72 / -8.70
Kohn-Sham gap (spin up / spin down) (eV): 5.69 / 5.67

Mulliken population analysis, charges in e, atoms 1 to 2:
1. C -0.722
2. C -0.761

(12)
The following is a DFT calculation (the ωB97M-V functional and the def2-TZVPD basis) of a molecular structure, C2H2I4 at a distorted geometry.

Cartesian coordinates (Å):
1 C 0.12238 -1.25830 -0.38074
2 C -0.00795 1.14643 0.16055
3 I -0.64759 -2.24977 1.28072
4 I 1.73345 1.56819 1.26719
5 I -1.80757 1.47200 1.22603
6 I -0.04931 1.97290 -1.79209
7 H 1.15077 -1.43722 -0.37093
8 H -0.49418 -1.21423 -1.39073

Multiplicity: 1
ΔE to the lowest compared entry with this formula, charge and spin (kJ/mol): 260.6
E_HOMO (spin up / spin down) (eV): -8.41 / -8.38
Kohn-Sham gap (spin up / spin down) (eV): 7.10 / 7.24

Mulliken population analysis, charges in e, atoms 1 to 2:
1. C -0.705
2. C -0.691

Number 1: energy -10404.5615 eV. Number 2: energy -19753.6389 eV. Number 3: energy -13610.7402 eV. Number 4: energy -21799.4365 eV. Number 5: energy -16155.2392 eV. Number 6: energy -16156.0770 eV. Number 7: energy -14110.4392 eV. Number 8: energy -31986.4527 eV. Number 9: energy -29139.7610 eV. Number 10: energy -39974.9655 eV. Number 11: energy -34506.2432 eV. Number 12: energy -34505.3311 eV.